Record 1
A 5-piece molecular cluster, C42H76F3N7O10 overall at a distorted geometry, computed with ωB97M-V/def2-TZVPD.

Last column: Mulliken charge in e.
CARTESIAN COORDINATES (ANGSTROEM)
1 C 9.470 -2.736 2.090  -0.777
2 C 8.006 -2.190 1.734  -0.106
3 O 8.178 -1.023 0.919  -0.288
4 C 6.982 -0.231 0.818  -0.413
5 C 5.635 -1.052 0.891  -0.387
6 O 4.489 -0.276 0.429  -0.366
7 C 3.392 -0.701 1.244  -0.575
8 C 1.966 -0.400 0.605  -0.181
9 O 1.963 -0.424 -0.819  -0.342
10 C 0.961 0.475 -1.360  -0.372
11 C -0.419 0.089 -0.675  0.819
12 N -0.900 0.969 0.250  -0.474
13 C -2.085 0.460 0.785  0.231
14 C -2.755 1.280 1.877  0.478
15 C -2.180 2.651 2.394  0.790
16 F -0.813 2.700 2.453  -0.221
17 F -2.618 2.777 3.729  -0.258
18 F -2.739 3.733 1.735  -0.255
19 C -4.010 0.854 2.518  -0.818
20 C -4.681 -0.464 2.147  0.449
21 C -5.987 -0.969 2.834  -0.615
22 C -5.801 -1.311 4.388  -0.442
23 O -5.315 -0.161 5.124  -0.367
24 C -4.240 -0.625 5.979  -0.124
25 C -3.512 0.641 6.611  -0.981
26 C -4.006 -1.261 1.117  0.554
27 C -4.605 -2.646 0.703  -0.340
28 C -4.575 -3.736 1.693  0.014
29 C -5.057 -5.123 1.464  -0.734
30 C -5.607 -5.304 0.075  -0.381
31 C -5.585 -4.112 -0.788  -0.288
32 N -5.112 -2.854 -0.553  -0.577
33 C -2.735 -0.814 0.423  -0.174
34 N -2.226 -1.660 -0.563  -0.260
35 C -1.062 -1.203 -1.106  0.371
36 C -0.378 -2.124 -2.202  -0.748
37 O 0.591 -3.033 -1.645  -0.173
38 O -0.172 -4.053 -1.087  -0.375
39 H 9.723 -2.375 3.122  0.250
40 H 10.196 -2.319 1.344  -0.015
41 H 9.421 -3.865 2.070  0.331
42 H 7.483 -3.042 1.204  0.189
43 H 7.517 -1.948 2.730  0.251
44 H 6.967 0.514 1.678  0.205
45 H 6.960 0.374 -0.133  0.280
46 H 5.444 -1.265 1.989  0.368
47 H 5.638 -2.020 0.319  0.319
48 H 3.420 -1.827 1.418  0.322
49 H 3.450 -0.233 2.278  0.296
50 H 1.261 -1.171 1.061  0.109
51 H 1.622 0.591 1.044  0.245
52 H 0.934 0.338 -2.478  -0.351
53 H 1.258 1.546 -1.144  0.395
54 H -4.534 1.461 3.298  0.376
55 H -6.745 -0.138 2.785  0.479
56 H -6.435 -1.867 2.334  0.226
57 H -6.836 -1.523 4.798  0.100
58 H -5.186 -2.240 4.561  0.377
59 H -3.471 -1.127 5.307  0.207
60 H -4.654 -1.336 6.750  0.349
61 H -2.440 0.329 6.786  0.332
62 H -4.025 0.875 7.588  0.305
63 H -3.538 1.499 5.884  0.173
64 H -4.134 -3.501 2.703  0.405
65 H -5.038 -5.932 2.230  0.413
66 H -6.005 -6.301 -0.260  0.354
67 H -6.032 -4.266 -1.814  0.369
68 H 0.037 -1.446 -2.993  0.157
69 H -1.206 -2.771 -2.626  0.449
70 H -0.195 -3.810 -0.136  0.334
71 C 0.330 4.457 -7.122  -0.708
72 O 1.121 3.288 -7.254  -0.443
73 C 1.925 2.986 -6.123  -0.972
74 C 1.175 2.285 -4.976  0.609
75 C 0.282 3.222 -4.166  -1.303
76 N 0.365 1.162 -5.467  -0.645
77 H 0.835 5.233 -6.538  0.317
78 H -0.634 4.213 -6.670  0.229
79 H 0.134 4.848 -8.121  0.376
80 H 2.699 2.303 -6.488  0.399
81 H 2.447 3.884 -5.771  0.416
82 H 1.930 1.885 -4.290  0.309
83 H -0.652 3.461 -4.676  0.265
84 H 0.011 2.755 -3.215  0.201
85 H 0.799 4.158 -3.940  0.376
86 H 0.981 0.486 -5.914  0.299
87 H -0.204 1.513 -6.236  0.300
88 C -8.670 -4.095 2.614  -0.532
89 O -8.845 -3.001 3.499  -0.286
90 C -10.011 -2.225 3.256  -0.705
91 C -11.310 -2.826 3.825  0.301
92 C -11.851 -3.998 3.010  -1.405
93 N -11.143 -3.254 5.219  -0.754
94 H -9.023 -3.867 1.603  0.381
95 H -9.178 -4.981 3.002  0.288
96 H -7.604 -4.325 2.565  -0.035
97 H -9.834 -1.268 3.758  0.325
98 H -10.107 -2.000 2.186  0.431
99 H -12.070 -2.038 3.799  0.437
100 H -11.304 -4.924 3.192  0.288
101 H -12.894 -4.191 3.275  0.350
102 H -11.816 -3.782 1.939  0.342
103 H -10.886 -2.445 5.781  0.277
104 H -10.314 -3.845 5.257  0.343
105 C 16.125 -2.477 -0.288  -0.635
106 O 15.711 -1.670 0.800  -0.392
107 C 14.524 -0.925 0.568  -0.918
108 C 13.220 -1.727 0.741  0.433
109 C 12.923 -2.671 -0.422  -1.316
110 N 13.221 -2.499 1.990  -0.644
111 H 15.905 -2.011 -1.253  0.296
112 H 15.656 -3.462 -0.227  0.223
113 H 17.203 -2.623 -0.211  0.257
114 H 14.529 -0.126 1.317  0.389
115 H 14.564 -0.431 -0.411  0.420
116 H 12.398 -1.004 0.788  0.401
117 H 13.526 -3.579 -0.390  0.306
118 H 11.877 -2.985 -0.394  0.286
119 H 13.094 -2.177 -1.382  0.349
120 H 13.312 -1.853 2.772  0.289
121 H 14.090 -3.031 2.016  0.288
122 C -2.387 5.704 -3.323  -0.734
123 O -1.737 6.316 -4.425  -0.342
124 C -2.599 6.684 -5.493  -0.647
125 C -3.358 8.008 -5.277  0.269
126 C -4.525 7.892 -4.299  -1.419
127 N -2.461 9.077 -4.822  -0.753
128 H -3.230 5.080 -3.636  0.343
129 H -2.720 6.464 -2.613  0.278
130 H -1.661 5.072 -2.810  0.236
131 H -1.948 6.808 -6.365  0.306
132 H -3.286 5.863 -5.734  0.438
133 H -3.776 8.303 -6.245  0.439
134 H -4.199 7.869 -3.259  0.283
135 H -5.189 8.753 -4.403  0.352
136 H -5.114 6.993 -4.496  0.341
137 H -1.744 9.225 -5.529  0.280
138 H -1.939 8.715 -4.024  0.339

Computed properties:
HOMO level in eV: -9.01
LUMO level in hartree: -0.03141
Net charge: 0
Calculated total energy in eV: -83833.480

Record 2
A 12-piece molecular cluster, C42H76O28 overall at a distorted geometry, computed with ωB97M-V/def2-TZVPD.

Last column: Mulliken charge in e.
CARTESIAN COORDINATES (ANGSTROEM)
1 C -2.645 1.862 -5.533  -0.689
2 O -4.028 1.776 -5.377  -0.251
3 C -4.858 2.889 -5.495  0.709
4 O -4.520 4.032 -5.686  -0.538
5 O -6.125 2.376 -5.333  -0.239
6 C -7.150 3.351 -5.372  -0.665
7 H -2.381 1.498 -6.526  0.274
8 H -2.102 1.274 -4.792  0.231
9 H -2.254 2.871 -5.404  0.334
10 H -7.072 3.970 -4.479  0.288
11 H -8.110 2.858 -5.527  0.245
12 H -7.095 4.023 -6.229  0.300
13 C -1.483 7.500 6.461  -0.650
14 O -0.704 7.084 5.357  -0.261
15 C 0.635 7.432 5.352  0.685
16 O 1.061 8.260 6.057  -0.483
17 O 1.275 6.576 4.487  -0.268
18 C 2.487 6.964 3.830  -0.699
19 H -2.524 7.216 6.310  0.219
20 H -1.341 8.551 6.714  0.296
21 H -1.116 6.919 7.308  0.296
22 H 2.999 7.755 4.379  0.333
23 H 2.473 7.067 2.745  0.267
24 H 3.280 6.229 3.968  0.263
25 C 0.892 -1.866 -10.874  -0.620
26 O 1.092 -2.900 -9.920  -0.280
27 C 1.824 -2.526 -8.788  0.828
28 O 2.259 -1.391 -8.441  -0.595
29 O 1.941 -3.612 -7.965  -0.305
30 C 2.509 -3.489 -6.699  -0.633
31 H 1.340 -0.914 -10.590  0.336
32 H -0.161 -1.774 -11.140  0.224
33 H 1.473 -2.239 -11.718  0.241
34 H 1.718 -3.689 -5.977  0.234
35 H 2.779 -2.438 -6.601  0.325
36 H 3.415 -4.071 -6.529  0.246
37 C -6.992 -1.446 -1.127  -0.650
38 O -5.800 -1.778 -1.907  -0.269
39 C -5.871 -2.470 -2.993  0.789
40 O -6.881 -2.853 -3.591  -0.584
41 O -4.561 -2.843 -3.323  -0.264
42 C -4.337 -3.512 -4.506  -0.685
43 H -7.844 -1.190 -1.757  0.319
44 H -6.705 -0.517 -0.635  0.242
45 H -7.263 -2.222 -0.410  0.285
46 H -5.268 -3.817 -4.982  0.339
47 H -3.992 -4.539 -4.388  0.224
48 H -3.594 -2.947 -5.070  0.255
49 C -0.787 -5.218 5.686  -0.573
50 O 0.340 -5.902 6.312  -0.311
51 C 1.479 -5.214 6.544  0.751
52 O 1.694 -4.100 6.175  -0.527
53 O 2.312 -6.056 7.313  -0.298
54 C 3.754 -5.749 7.520  -0.632
55 H -1.350 -4.450 6.216  0.259
56 H -1.422 -6.051 5.385  0.209
57 H -0.223 -4.765 4.871  0.296
58 H 4.425 -5.974 6.691  0.282
59 H 4.185 -6.375 8.301  0.254
60 H 3.845 -4.746 7.938  0.291
61 C -0.559 -6.719 -1.493  -0.628
62 O -0.617 -7.676 -2.546  -0.268
63 C 0.384 -8.438 -2.724  0.825
64 O 1.474 -8.514 -2.067  -0.621
65 O -0.056 -9.308 -3.620  -0.310
66 C 0.814 -10.308 -4.298  -0.652
67 H 0.309 -6.091 -1.698  0.330
68 H -0.737 -7.184 -0.523  0.283
69 H -1.437 -6.127 -1.751  0.201
70 H 1.753 -10.535 -3.793  0.310
71 H 1.071 -9.890 -5.272  0.269
72 H 0.366 -11.300 -4.361  0.260
73 O 2.125 7.230 -6.714  -0.589
74 C 2.196 6.812 -5.564  0.503
75 C 1.333 7.245 -4.445  -0.351
76 C 1.630 6.160 -3.405  -0.494
77 C 2.977 5.541 -3.759  -0.288
78 O 3.162 6.014 -5.082  -0.343
79 H 1.529 8.276 -4.154  0.266
80 H 0.363 7.259 -4.942  0.235
81 H 1.576 6.583 -2.402  0.319
82 H 0.926 5.330 -3.348  0.237
83 H 3.735 5.862 -3.044  0.263
84 H 2.806 4.477 -3.598  0.243
85 O -7.451 7.910 1.937  -0.610
86 C -6.432 7.644 1.264  0.515
87 C -5.863 8.413 0.109  -0.365
88 C -4.545 7.791 -0.126  -0.427
89 C -4.451 6.601 0.794  -0.302
90 O -5.593 6.637 1.620  -0.327
91 H -6.412 8.308 -0.827  0.209
92 H -5.867 9.499 0.206  0.306
93 H -4.441 7.386 -1.132  0.257
94 H -3.775 8.546 0.034  0.252
95 H -4.255 5.683 0.241  0.293
96 H -3.638 6.744 1.506  0.200
97 O 5.061 -5.088 -0.474  -0.627
98 C 6.183 -5.611 -0.345  0.523
99 C 6.641 -6.955 0.072  -0.320
100 C 8.090 -6.949 -0.328  -0.537
101 C 8.553 -5.494 -0.327  -0.313
102 O 7.314 -4.851 -0.550  -0.362
103 H 6.319 -6.976 1.113  0.263
104 H 6.236 -7.871 -0.359  0.249
105 H 8.685 -7.527 0.379  0.307
106 H 8.292 -7.473 -1.263  0.290
107 H 8.913 -5.300 0.683  0.226
108 H 9.160 -5.152 -1.166  0.301
109 O 8.240 -1.976 4.663  -0.573
110 C 8.246 -1.133 3.814  0.483
111 C 7.046 -0.298 3.463  -0.323
112 C 7.539 0.595 2.297  -0.483
113 C 9.021 0.457 2.352  -0.316
114 O 9.289 -0.663 3.163  -0.381
115 H 6.162 -0.899 3.248  0.268
116 H 6.771 0.326 4.314  0.246
117 H 7.206 0.523 1.261  0.275
118 H 7.257 1.631 2.481  0.252
119 H 9.488 0.393 1.369  0.327
120 H 9.403 1.290 2.943  0.224
121 C -4.613 1.749 7.565  -0.473
122 C -4.356 0.267 7.687  -0.500
123 C -5.580 -0.261 6.828  -0.420
124 O -6.512 0.772 6.778  -0.398
125 C -6.172 1.877 7.493  -0.456
126 H -4.110 2.205 6.712  0.265
127 H -4.447 2.305 8.488  0.293
128 H -4.518 -0.097 8.702  0.225
129 H -3.367 -0.109 7.424  0.349
130 H -6.034 -1.122 7.319  0.274
131 H -5.182 -0.654 5.892  0.271
132 H -6.610 1.919 8.490  0.273
133 H -6.579 2.789 7.057  0.298
134 C 0.726 -0.230 1.607  -0.551
135 C 0.493 -0.186 0.087  -0.520
136 C -1.063 0.338 0.161  -0.432
137 O -1.002 1.287 1.187  -0.359
138 C -0.037 0.913 2.174  -0.329
139 H 1.740 -0.402 1.968  0.372
140 H 0.170 -1.055 2.052  0.200
141 H 0.597 -1.125 -0.458  0.332
142 H 1.078 0.598 -0.395  0.254
143 H -1.576 -0.567 0.485  0.251
144 H -1.589 0.751 -0.700  0.309
145 H -0.579 0.754 3.106  0.273
146 H 0.682 1.731 2.229  0.203

Computed properties:
HOMO level in eV: -9.46
LUMO level in hartree: -0.00459
Net charge: 0
Calculated total energy in eV: -102108.696